Run A
A single C7H9N molecule. Source: OMol25; level of theory: ωB97M-V with the def2-TZVPD basis set.

Each line ends with the natural charge from an NBO analysis.
Positions of all 17 atoms, in Å:
1 C 2.68 0.07 0.64  -0.3817
2 N 1.85 -0.05 -0.57  -0.6139
3 C 0.48 -0.01 -0.33  0.1786
4 C -0.15 1.16 -0.21  -0.2920
5 C -1.51 1.23 0.02  -0.1522
6 C -2.37 0.07 0.19  -0.2610
7 C -1.65 -1.17 0.14  -0.1926
8 C -0.28 -1.26 -0.18  -0.2595
9 H 3.84 0.06 0.38  0.1863
10 H 2.55 0.93 1.18  0.1918
11 H 2.42 -0.70 1.20  0.1677
12 H 2.27 -0.70 -0.95  0.3503
13 H 0.35 2.08 -0.37  0.2263
14 H -2.08 2.37 0.11  0.2095
15 H -3.37 0.13 0.62  0.2257
16 H -2.19 -2.14 0.36  0.2098
17 H 0.12 -2.20 -0.24  0.2071

Summary:
* LUMO energy: 1.1 eV
* total charge: 0
* SMILES string: CNc1ccccc1

Run B
A single C7H9N molecule. Source: OMol25; level of theory: ωB97M-V with the def2-TZVPD basis set.

Each line ends with the natural charge from an NBO analysis.
Positions of all 17 atoms, in Å:
1 C 1.55 -0.49 2.84  -0.2347
2 C 0.70 -0.46 1.98  -0.0314
3 C -0.15 -0.37 0.86  -0.1151
4 C -0.31 -1.64 0.07  -0.6278
5 C -0.84 0.79 0.63  -0.1600
6 C -1.27 1.14 -0.69  -0.3876
7 C -0.45 0.91 -1.75  0.0626
8 N 0.91 0.75 -1.70  -0.8218
9 H 2.23 -0.54 3.65  0.2320
10 H -0.59 -2.46 0.73  0.2227
11 H -1.09 -1.52 -0.68  0.2252
12 H 0.61 -1.92 -0.43  0.2172
13 H -0.97 1.51 1.43  0.2092
14 H -2.26 1.56 -0.84  0.2192
15 H -0.84 1.01 -2.76  0.1929
16 H 1.45 0.90 -2.54  0.3961
17 H 1.33 0.83 -0.78  0.4013

Summary:
* LUMO energy: 0.8 eV
* total charge: 0
* SMILES string: C#C/C(C)=C/C=C\N

Run C
A single C7H9N molecule. Source: OMol25; level of theory: ωB97M-V with the def2-TZVPD basis set.

Each line ends with the natural charge from an NBO analysis.
Positions of all 17 atoms, in Å:
1 C -2.22 -1.03 0.69  -0.3675
2 C -2.07 -0.34 -0.43  -0.1691
3 C -0.70 -0.38 -1.02  -0.4790
4 C 0.03 0.89 -0.76  -0.1440
5 C 1.01 1.35 0.00  -0.1920
6 C 1.59 0.42 1.09  -0.5434
7 C 2.45 -0.40 0.24  0.2874
8 N 3.16 -1.04 -0.38  -0.3467
9 H -1.49 -1.71 1.02  0.1799
10 H -3.08 -0.99 1.38  0.1978
11 H -2.70 0.39 -0.70  0.1983
12 H -0.58 -0.57 -2.17  0.2366
13 H -0.06 -1.13 -0.48  0.2121
14 H -0.22 1.69 -1.50  0.1923
15 H 1.56 2.30 -0.21  0.2302
16 H 2.34 0.81 1.71  0.2562
17 H 0.95 -0.28 1.52  0.2508

Summary:
* LUMO energy: 0.9 eV
* total charge: 0
* SMILES string: C=CC/C=C\CC#N

Most stable: run A. Least stable: run B.

Run A
A single C7H9N molecule. Source: OMol25; level of theory: ωB97M-V with the def2-TZVPD basis set.

Each line ends with the natural charge from an NBO analysis.
Positions of all 17 atoms, in Å:
1 C -0.79 0.38 -2.06  -0.2139
2 C -1.51 0.57 -0.97  -0.2026
3 C -0.77 0.09 0.15  -0.1882
4 N -0.48 0.70 1.36  -0.6076
5 C 0.61 -0.02 1.84  -0.1929
6 C 1.49 -0.63 0.58  -0.4784
7 C 0.46 -0.56 -0.44  0.0352
8 C 0.39 -0.54 -1.84  -0.2475
9 H -1.30 0.68 -2.96  0.2074
10 H -2.48 1.21 -0.96  0.2218
11 H -1.38 -0.67 0.47  0.2311
12 H -0.45 1.78 1.27  0.3660
13 H -0.03 -0.98 2.25  0.1587
14 H 1.16 0.47 2.69  0.2172
15 H 1.89 -1.63 0.97  0.2375
16 H 2.21 0.16 0.31  0.2262
17 H 0.99 -1.00 -2.68  0.2301

Summary:
* LUMO energy: 1.1 eV
* total charge: 0
* SMILES string: C1=C[C@@H]2NCCC2=C1

Run B
A single C7H9N molecule. Source: OMol25; level of theory: ωB97M-V with the def2-TZVPD basis set.

Each line ends with the natural charge from an NBO analysis.
Positions of all 17 atoms, in Å:
1 C -3.02 -0.72 0.03  -0.2319
2 C -1.78 -0.87 -0.13  -0.0467
3 C -0.43 -1.22 -0.15  -0.3517
4 C 0.72 -0.43 -0.16  0.0912
5 C 2.02 -1.20 0.06  -0.6322
6 C 0.76 1.05 -0.12  -0.1505
7 C -0.37 1.76 0.61  -0.2487
8 N -0.23 1.79 -0.85  -0.5567
9 H -3.94 -0.25 -0.05  0.2315
10 H -0.30 -2.33 -0.29  0.2365
11 H 2.85 -0.80 -0.57  0.2172
12 H 2.25 -1.15 1.09  0.2262
13 H 1.94 -2.26 -0.23  0.2205
14 H 1.73 1.62 -0.13  0.2148
15 H -1.19 1.22 1.15  0.2218
16 H -0.15 2.74 1.01  0.1994
17 H -0.86 1.06 -1.26  0.3592

Summary:
* LUMO energy: 0.5 eV
* total charge: 0
* SMILES string: C#C/C=C(/C)[C@@H]1CN1

Most stable: run A. Least stable: run B.

Run A
2 unconnected molecules or ions with the total composition C7H9N. Source: OMol25; level of theory: ωB97M-V with the def2-TZVPD basis set.

Each line ends with the natural charge from an NBO analysis.
Positions of all 17 atoms, in Å:
1 C -2.74 -0.35 0.13  -0.1706
2 C -2.29 0.98 0.08  -0.2489
3 C -0.99 1.34 -0.19  0.0358
4 N 0.00 0.42 -0.32  -0.4273
5 C -0.35 -0.83 -0.06  0.0563
6 C -1.70 -1.27 0.05  -0.2455
7 H -3.80 -0.64 0.32  0.2350
8 H -3.03 1.87 0.17  0.2220
9 H -0.64 2.31 -0.18  0.1994
10 H 0.45 -1.55 -0.16  0.2125
11 H -1.85 -2.36 0.03  0.2240
12 C 3.37 0.30 0.32  -0.4226
13 C 2.37 -0.36 -0.23  -0.4512
14 H 3.05 1.25 0.60  0.1786
15 H 4.38 -0.06 0.22  0.1831
16 H 1.40 0.28 -0.26  0.2617
17 H 2.38 -1.34 -0.52  0.1576

Summary:
* LUMO energy: 0.5 eV
* total charge: 0
* SMILES string: c1ccncc1.C=C

Run B
A single C7H9N molecule. Source: OMol25; level of theory: ωB97M-V with the def2-TZVPD basis set.

Each line ends with the natural charge from an NBO analysis.
Positions of all 17 atoms, in Å:
1 C 2.89 -0.41 0.26  -0.3393
2 C 1.83 -1.11 -0.19  -0.2428
3 C 0.45 -0.53 -0.18  -0.1292
4 C -0.10 0.66 -0.04  -0.1670
5 C 0.66 1.81 -0.11  0.2628
6 N 1.35 2.74 -0.15  -0.3001
7 C -1.60 0.80 0.14  -0.4051
8 C -2.35 -0.51 0.06  -0.6119
9 H 3.91 -0.79 0.25  0.2200
10 H 2.44 0.55 0.70  0.2189
11 H 1.92 -2.12 -0.53  0.2034
12 H -0.19 -1.37 -0.35  0.2045
13 H -2.00 1.41 -0.71  0.2158
14 H -1.88 1.47 0.98  0.2274
15 H -3.44 -0.50 0.10  0.2324
16 H -2.07 -0.85 -0.97  0.2029
17 H -1.81 -1.24 0.73  0.2074

Summary:
* LUMO energy: 0.0 eV
* total charge: 0
* SMILES string: C=C/C=C(\C#N)CC

Run C
A single C7H9N molecule. Source: OMol25; level of theory: ωB97M-V with the def2-TZVPD basis set.

Each line ends with the natural charge from an NBO analysis.
Positions of all 17 atoms, in Å:
1 C -2.24 -0.24 0.00  -0.1621
2 C -1.97 1.13 0.06  0.3054
3 C -3.27 -1.06 -0.09  -0.3431
4 C -0.52 -0.68 -0.09  -0.0828
5 C 0.17 0.58 0.26  -0.1854
6 C 2.62 -0.07 0.09  -0.6035
7 C 1.50 0.81 -0.46  -0.3942
8 N -0.85 1.66 0.06  -0.4013
9 H -3.13 -2.10 -0.29  0.2120
10 H -4.28 -0.71 0.02  0.2124
11 H -0.18 -1.64 0.26  0.1786
12 H 0.33 0.69 1.34  0.2192
13 H 3.56 0.18 -0.39  0.2160
14 H 2.40 -1.12 -0.09  0.2022
15 H 2.73 0.08 1.16  0.2026
16 H 1.36 0.62 -1.52  0.2068
17 H 1.77 1.86 -0.33  0.2171

Summary:
* LUMO energy (spin up / spin down): -0.3 / -0.6 eV
* total charge: 0

Most stable: run B. Least stable: run C.